1.
C4H8NO2P as an isolated structure, computed with ωB97M-V/def2-TZVPD.

Each line ends with the Löwdin charge.
Cartesian coordinates (Å):
H (-1.47, -1.96, -1.85)  -0.028
C (-0.59, -1.57, -1.47)  -0.040
C (1.80, 0.82, 1.41)  -0.237
H (-1.75, 0.00, 2.21)  0.104
C (-1.17, 1.66, -0.84)  -0.345
H (0.15, -2.31, -1.05)  0.025
O (-0.67, 2.75, -0.74)  0.000
H (2.50, -0.09, 1.16)  0.097
P (-0.60, 0.17, 0.20)  0.876
C (-2.15, 0.01, 1.12)  -0.403
H (-0.08, -0.94, -2.17)  -0.029
O (-3.25, -0.03, 0.70)  0.040
H (-2.01, 1.55, -1.65)  0.118
H (2.19, 1.79, 0.83)  0.107
N (0.41, 0.49, 1.34)  -0.317
H (1.80, 0.96, 2.46)  0.032

## Properties
F_max = 4.77 eV/A
E = -703.6339 hartree
charge = 0
highest occupied orbital energy = -8.741 eV



2.
An isolated ion of composition C4H8NO2P2 and charge +1, computed with ωB97M-V/def2-TZVPD.

Each line ends with the Löwdin charge.
Cartesian coordinates (Å):
H (1.32, 1.84, -0.08)  0.097
H (-0.60, 2.77, -1.01)  0.132
P (0.37, -1.63, -0.68)  1.069
C (-1.13, -2.16, -0.90)  -0.319
O (-2.84, 1.12, -0.61)  0.223
N (0.18, 0.17, 0.39)  -0.541
C (-0.56, 1.72, -1.23)  -0.050
C (-1.71, 1.08, -0.41)  -0.485
H (-0.82, 1.50, -2.35)  0.190
H (-0.09, -0.38, 2.63)  -0.082
H (-2.15, -1.94, -0.45)  0.068
H (-1.32, -3.00, -1.59)  0.035
O (-1.20, 0.33, 0.63)  -0.104
H (1.92, -0.47, 1.95)  -0.083
H (1.17, 0.73, -1.44)  0.098
P (0.88, 0.49, 2.14)  1.008
C (0.65, 1.20, -0.60)  -0.257

## Properties
F_max = 2.97 eV/A
SMILES = C=P[N@@+]1(P)CCC(=O)O1
E = -1044.7625 hartree
charge = +1
highest occupied orbital energy = -14.669 eV



3.
An isolated ion of composition C4H8NO2Si and charge -1, computed with ωB97M-V/def2-TZVPD.

Each line ends with the Löwdin charge.
Cartesian coordinates (Å):
H (-0.48, -0.58, -2.03)  0.095
C (0.91, -1.30, -0.59)  -0.334
H (0.93, 0.71, 1.62)  -0.060
Si (-0.31, 0.38, 1.09)  0.763
O (-3.03, 0.41, 1.87)  -0.120
H (1.39, 1.34, -0.72)  0.001
H (-0.78, -1.88, 0.54)  0.063
O (-1.65, 1.95, 2.77)  -0.103
C (-1.96, 1.01, 2.05)  -0.860
H (-0.23, 1.76, -1.33)  -0.001
H (1.25, -0.15, -2.32)  0.042
H (1.90, -0.79, -0.25)  0.108
N (0.03, -1.25, 0.60)  -0.218
C (0.41, 1.07, -0.88)  -0.211
C (0.51, -0.30, -1.66)  -0.277
H (1.10, -2.40, -0.75)  0.111

## Properties
F_max = 4.75 eV/A
SMILES = O=C([O-])[Si@@H]1CCCN1
E = -651.9724 hartree
charge = -1
highest occupied orbital energy = -3.850 eV



4.
A 2-piece molecular cluster, C4H8NO3 overall, computed with ωB97M-V/def2-TZVPD.

Each line ends with the Löwdin charge.
Cartesian coordinates (Å):
H (0.47, 1.12, 2.24)  0.079
H (-0.76, -1.85, 0.24)  0.039
H (1.26, 3.25, -0.56)  0.097
C (-0.24, 1.08, 1.42)  -0.007
C (-0.84, -1.98, -0.84)  -0.062
H (-1.25, 1.03, 1.81)  0.082
H (1.92, 2.14, 0.53)  0.092
H (-1.72, -2.45, -1.26)  0.050
H (-0.63, -1.00, -1.27)  0.049
O (-1.08, 2.81, -0.04)  0.029
C (-0.14, 2.26, 0.50)  -0.595
N (1.14, 2.72, 0.29)  0.132
O (0.44, -3.26, -2.41)  -0.115
O (1.17, -3.13, -0.27)  -0.123
H (-0.13, 0.16, 0.84)  0.068
C (0.38, -2.89, -1.21)  -0.815

## Properties
F_max = 1.57 eV/A
E = -437.7702 hartree
charge = -1
highest occupied orbital energy = -3.917 eV



5.
A 2-piece molecular cluster, C4H8NO3 overall, computed with ωB97M-V/def2-TZVPD.

Each line ends with the Löwdin charge.
Cartesian coordinates (Å):
C (2.50, -0.24, -2.65)  -0.064
H (-0.79, 0.79, 3.74)  0.093
H (-0.20, 0.95, 2.16)  0.101
N (-0.80, 0.45, 2.79)  0.138
H (3.35, 0.40, -2.44)  0.048
C (-1.90, -0.16, 2.26)  -0.602
H (2.14, -0.04, -3.67)  0.051
C (1.35, 0.17, -1.68)  -0.802
C (-1.86, -0.26, 0.75)  -0.016
H (-2.64, -0.93, 0.41)  0.072
H (-2.05, 0.73, 0.33)  0.088
H (-0.91, -0.67, 0.39)  0.054
H (2.74, -1.30, -2.63)  0.046
O (0.71, -0.73, -1.10)  -0.103
O (-2.83, -0.56, 2.95)  0.003
O (1.18, 1.40, -1.60)  -0.109

## Properties
F_max = 0.74 eV/A
E = -437.7846 hartree
charge = -1
highest occupied orbital energy = -4.237 eV



6.
An isolated ion of composition C4H8NO3 and charge -1, computed with ωB97M-V/def2-TZVPD.

Each line ends with the Löwdin charge.
Cartesian coordinates (Å):
C (-0.52, -0.20, -1.06)  -0.336
O (1.62, 0.20, 0.93)  -0.082
H (-1.12, -1.14, 0.91)  0.079
O (0.51, 2.04, -0.57)  -0.156
C (-0.63, 1.42, -1.09)  -0.277
H (1.01, 1.34, 0.09)  0.073
N (-0.36, -0.85, 0.33)  0.050
H (0.44, -0.36, -1.63)  0.144
H (-1.40, -2.02, -1.68)  0.097
H (-1.60, -0.53, -2.66)  0.040
H (-0.77, 1.51, -2.20)  0.106
H (-2.70, -0.73, -1.28)  0.067
H (-1.46, 1.67, -0.49)  0.082
O (0.71, -1.21, 2.37)  -0.034
C (-1.71, -0.92, -1.68)  -0.098
C (0.75, -0.64, 1.30)  -0.755

## Properties
F_max = 3.57 eV/A
SMILES = C[C@@H](CO)NC(=O)[O-]
E = -437.7398 hartree
charge = -1
highest occupied orbital energy = -4.268 eV



7.
C4H8NO3 as an isolated structure, computed with ωB97M-V/def2-TZVPD.

Each line ends with the Löwdin charge.
Cartesian coordinates (Å):
C (-2.83, 0.93, 0.11)  -0.797
H (-0.21, 0.98, -1.70)  0.111
H (0.53, -0.84, -0.01)  0.183
O (-2.95, 2.06, -0.39)  -0.068
H (1.61, -0.41, -1.70)  0.140
C (1.63, -0.54, -0.60)  -0.413
H (2.84, -2.89, 1.94)  0.026
H (1.21, 0.98, 0.92)  0.135
C (-0.40, 0.98, -0.61)  -0.269
H (-0.61, 2.02, -0.36)  0.113
H (-1.44, -0.58, 0.29)  0.078
O (-3.57, 0.27, 0.85)  -0.075
C (0.80, 0.42, 0.09)  -0.054
O (2.59, -1.21, -0.16)  -0.128
N (-1.59, 0.20, -0.33)  0.008
H (2.38, -2.37, 1.65)  0.011

## Properties
F_max = 4.89 eV/A
E = -437.6268 hartree
charge = -1
highest occupied orbital energy = -4.569 eV



8.
A 2-piece molecular cluster, C4H8NO3 overall, computed with ωB97M-V/def2-TZVPD.

Each line ends with the Löwdin charge.
Cartesian coordinates (Å):
H (1.20, -1.32, -0.98)  0.058
H (0.41, -2.15, -2.46)  0.061
C (0.54, -2.11, -1.38)  -0.052
C (0.73, 1.92, 0.82)  -0.609
H (-1.09, 2.37, -0.04)  0.083
H (0.37, 4.05, 0.33)  0.062
O (1.42, 1.08, 1.37)  0.019
H (1.94, 3.38, -0.06)  0.078
C (1.16, 3.37, 0.70)  -0.033
N (-0.51, 1.63, 0.31)  0.164
H (1.40, 3.85, 1.65)  0.070
O (-1.46, -1.04, -0.61)  -0.149
H (-0.85, 0.68, 0.20)  0.063
C (-0.79, -2.13, -0.65)  -0.773
O (-1.31, -3.23, -0.36)  -0.101
H (0.95, -3.05, -0.99)  0.058

## Properties
F_max = 3.57 eV/A
E = -437.7719 hartree
charge = -1
highest occupied orbital energy = -3.854 eV